# 1
Here is a 3-piece molecular cluster, C6H11INO3 overall in a non-equilibrium geometry from the Open Molecules 2025 dataset. Energies are from wB97M-V/def2-TZVPD.

Geometry as XYZ:
```
22
Properties=species:S:1:pos:R:3
I 1.2870 -1.0891 4.5293
O 2.8374 3.7297 -0.0449
C 2.4026 2.6565 0.3899
N 1.3650 2.6468 1.2320
C 3.1413 1.4175 0.1507
H 1.3023 1.9209 1.9314
H 0.8024 3.4728 1.3779
H 3.9683 1.2351 0.8369
H 3.4650 1.6694 -0.8592
H 2.4228 0.5996 0.0985
O -1.8261 -4.0803 -1.5116
C -1.9764 -2.9582 -0.9676
O -3.2197 -2.3541 -1.0255
C -3.0353 -0.9499 -0.8559
C -1.5482 -0.5823 -0.8249
C -0.8925 -1.9753 -0.4817
H -3.4376 -0.8393 0.1511
H -3.4565 -0.5375 -1.7728
H -1.4258 0.2560 -0.1390
H -1.3089 -0.1451 -1.7943
H -0.9103 -1.9999 0.6079
H 0.0431 -2.0934 -1.0282
```

The calculation puts the LUMO energy at 0.0986 Eh. The calculation puts the HOMO energy at -3.85 eV. As for the energy above the lowest of the compared OMol25 structures with the same formula, charge and spin: 18.6 kcal per mole. The total charge is -1. Its molecular weight is 272.1 g mol⁻¹. The value obtained for the orbital gap is 6.5 eV.

=====

# 2
Here is C3H11N3 as an isolated structure in a non-equilibrium geometry from the Open Molecules 2025 dataset. Energies are from wB97M-V/def2-TZVPD.

Geometry as XYZ:
```
17
Properties=species:S:1:pos:R:3
C 1.5336 0.4854 0.9019
C 0.7947 -1.0962 -0.9800
C 0.4768 0.1026 -0.1086
N -0.1509 1.1272 -0.7902
H -0.1141 1.9958 -0.2617
H 1.8257 -0.3729 1.5073
H 1.1784 1.2753 1.5666
H 2.4303 0.8520 0.3924
H 1.5975 -0.8450 -1.6788
H 1.1088 -1.9507 -0.3806
H -0.0772 -1.3822 -1.5707
N -2.4666 0.2085 -0.0774
N -1.8435 -0.4838 0.8626
H -1.2278 0.9106 -0.8585
H -2.6621 -0.4577 -0.8353
H -1.8196 0.1061 1.7019
H -0.5838 -0.4750 0.6091
```

The calculation puts the LUMO energy at 0.0155 Eh. The calculation puts the HOMO energy at -8.34 eV. As for the energy above the lowest of the compared OMol25 structures with the same formula, charge and spin: 80.4 kcal per mole. The total charge is 0. Its molecular weight is 89.1 g mol⁻¹. The value obtained for the orbital gap is 8.8 eV.

=====

# 3
Here is one molecule with the formula C3H8NOP in a non-equilibrium geometry from the Open Molecules 2025 dataset. Energies are from wB97M-V/def2-TZVPD.

Geometry as XYZ:
```
14
Properties=species:S:1:pos:R:3
C -0.3709 0.8873 -1.5781
C -0.3867 -1.8782 1.8201
C -0.6862 2.0265 -2.1338
N -0.2269 -0.9841 0.6053
O 0.8647 0.8426 -0.8686
P 1.0117 -0.0453 0.4117
H -1.0199 -0.0118 -1.3878
H 0.3653 -2.7559 1.7952
H -0.2031 -1.4715 2.7437
H -1.3775 -2.3504 1.5810
H -0.0354 2.8447 -1.8780
H -1.5459 2.3057 -2.7070
H 2.2988 -0.4370 0.1595
H 1.3118 1.0273 1.4366
```

The calculation puts the LUMO energy at 0.0393 Eh. The calculation puts the HOMO energy at -8.78 eV. As for the energy above the lowest of the compared OMol25 structures with the same formula, charge and spin: 56.3 kcal per mole. The total charge is 0. Its molecular weight is 105.1 g mol⁻¹. The SMILES is C=CO[PH2]=NC. The value obtained for the orbital gap is 9.9 eV.

=====

What did the third record say?
Here is one molecule with the formula C3H8NOP in a non-equilibrium geometry from the Open Molecules 2025 dataset. Energies are from wB97M-V/def2-TZVPD.

Geometry as XYZ:
```
14
Properties=species:S:1:pos:R:3
C -0.3709 0.8873 -1.5781
C -0.3867 -1.8782 1.8201
C -0.6862 2.0265 -2.1338
N -0.2269 -0.9841 0.6053
O 0.8647 0.8426 -0.8686
P 1.0117 -0.0453 0.4117
H -1.0199 -0.0118 -1.3878
H 0.3653 -2.7559 1.7952
H -0.2031 -1.4715 2.7437
H -1.3775 -2.3504 1.5810
H -0.0354 2.8447 -1.8780
H -1.5459 2.3057 -2.7070
H 2.2988 -0.4370 0.1595
H 1.3118 1.0273 1.4366
```

The calculation puts the LUMO energy at 0.0393 Eh. The calculation puts the HOMO energy at -8.78 eV. As for the energy above the lowest of the compared OMol25 structures with the same formula, charge and spin: 56.3 kcal per mole. The total charge is 0. Its molecular weight is 105.1 g mol⁻¹. The SMILES is C=CO[PH2]=NC. The value obtained for the orbital gap is 9.9 eV.